The following is a quantum chemistry calculation of a structure of composition C48H45CuF9GeNO3PTe, from the Open Molecules 2025 dataset.

The geometry in ORCA input format:
```
! RIJCOSX wB97M-V def2-TZVPD def2/J DEFGRID3
* xyz -2 2
Cu -1.732 1.658 -0.130
O -0.528 0.576 1.008
O -0.442 -0.808 0.745
C -2.599 4.917 -1.347
Ge -3.717 4.166 0.034
C -3.780 5.504 1.507
C -5.533 3.512 -0.498
C -2.850 2.686 1.037
H -2.136 5.826 -0.891
H -3.139 5.117 -2.294
H -1.774 4.254 -1.543
H -4.236 6.448 1.179
H -2.687 5.568 1.654
H -4.278 5.174 2.425
H -6.436 4.062 -0.111
H -5.683 2.506 -0.141
H -5.604 3.473 -1.615
H -3.615 1.994 1.435
F -7.858 0.991 -4.563
C -7.114 -0.063 -4.856
F -7.751 -1.148 -4.398
F -7.104 -0.159 -6.238
C -5.699 0.117 -4.222
C -4.539 0.005 -4.934
C -3.309 0.250 -4.306
C -3.237 0.272 -2.928
C -4.451 0.289 -2.184
C -5.697 0.265 -2.811
P -1.719 0.318 -2.027
C -0.465 0.997 -3.093
C 0.783 0.367 -3.224
C 1.728 0.883 -4.084
C 1.510 2.036 -4.844
C 0.249 2.640 -4.775
C -0.649 2.093 -3.907
C 2.649 2.488 -5.756
F 2.930 1.492 -6.755
F 2.294 3.614 -6.414
F 3.876 2.754 -5.176
C -1.222 -1.343 -1.540
C -1.261 -1.659 -0.061
C -0.837 -3.054 0.154
C -0.516 -3.965 -0.837
C -0.543 -3.634 -2.193
C -0.841 -2.283 -2.502
C 0.013 -5.310 -0.443
F 0.746 -5.902 -1.482
F 0.802 -5.384 0.693
F -1.050 -6.153 -0.272
H -4.587 -0.133 -6.003
H -2.403 0.436 -4.943
H -4.331 0.382 -1.084
H -6.583 0.167 -2.264
H 1.003 -0.508 -2.568
H 2.755 0.401 -4.125
H -0.038 3.563 -5.284
H -1.584 2.624 -3.688
H -2.279 -1.492 0.343
H -0.682 -3.378 1.174
H -0.186 -4.325 -2.963
H -0.903 -1.944 -3.543
C 8.006 -3.009 -0.094
C 6.564 -2.767 0.277
C 5.518 -3.087 -0.572
C 4.194 -2.706 -0.283
C 3.111 -3.274 -1.168
C 3.928 -1.861 0.813
Te 1.801 -1.208 1.175
N -1.851 3.122 1.890
C -1.733 2.323 3.005
O -2.406 1.314 3.315
C -0.513 2.664 3.770
C 0.580 3.399 3.235
C 1.706 3.577 3.994
C 1.792 3.021 5.244
C 0.698 2.367 5.850
C -0.451 2.252 5.109
C 1.159 -1.876 3.211
C 0.191 -1.028 3.741
C -0.196 -1.233 5.061
C 0.373 -2.208 5.859
C 1.337 -3.028 5.332
C 1.747 -2.874 3.982
C 2.606 -3.935 3.356
C 4.978 -1.419 1.634
C 4.732 -0.560 2.856
C 6.231 -1.887 1.349
H 8.528 -2.092 -0.413
H 8.058 -3.723 -0.936
H 8.515 -3.432 0.764
H 5.774 -3.629 -1.484
H 3.508 -3.905 -2.022
H 2.467 -2.515 -1.616
H 2.363 -3.885 -0.591
H 0.396 3.828 2.216
H 2.566 4.165 3.673
H 2.735 3.185 5.842
H 0.660 2.047 6.930
H -1.340 1.777 5.512
H -0.351 -0.370 3.052
H -0.885 -0.507 5.457
H 0.104 -2.265 6.920
H 1.832 -3.796 5.972
H 2.379 -4.946 3.742
H 3.676 -3.709 3.715
H 2.571 -3.868 2.260
H 3.853 0.055 2.821
H 5.700 -0.044 3.039
H 4.562 -1.171 3.751
H 7.096 -1.516 1.926
*
```

Summary:
lowest unoccupied orbital energy (spin up / spin down): 3.907 / 3.907 eV
⟨S²⟩: 0.76
HOMO (spin up / spin down): -1.14 / -1.15 eV
relative energy (zero: lowest compared OMol25 entry of this formula, charge and spin): 104.28 kJ/mol
E_tot: -7361.968385 Ha